(1)
{
  "formula": "C6H40N2O12",
  "method": "ωB97M-V/def2-TZVPD",
  "de_lowest_kcal_mol": 139.8,
  "orbital_gap_ev": 8.69,
  "lumo_energy_ha": -0.01017,
  "species": ["O", "O", "O", "O", "O", "O", "O", "O", "O", "O", "O", "O", "N", "N", "C", "C", "C", "C", "C", "C", "H", "H", "H", "H", "H", "H", "H", "H", "H", "H", "H", "H", "H", "H", "H", "H", "H", "H", "H", "H", "H", "H", "H", "H", "H", "H", "H", "H", "H", "H", "H", "H", "H", "H", "H", "H", "H", "H", "H", "H"],
  "xyz": [[-2.549, 1.196, -4.205], [-3.340, -2.066, -2.202], [1.891, 2.398, -1.881], [0.972, 2.842, 2.104], [2.520, -0.667, -3.177], [4.924, -0.451, 0.406], [-1.478, 3.316, 2.778], [0.004, -0.418, -4.092], [-0.286, 4.724, -1.248], [2.093, 0.464, 2.960], [-2.502, 0.381, 4.453], [-2.638, 3.383, -0.037], [0.695, -3.799, 0.721], [-1.384, 0.482, -0.273], [-1.057, -2.460, 1.830], [2.289, -2.307, -0.436], [-1.827, -1.105, 1.630], [-0.701, -3.144, 0.418], [-0.803, -0.146, 1.035], [1.715, -3.760, -0.365], [-1.698, 3.240, -0.262], [-0.566, -2.296, -0.373], [2.000, 0.998, 3.702], [-2.701, -1.405, 0.995], [-2.662, -1.721, -1.590], [-0.613, 0.772, 1.730], [2.352, 2.507, -1.060], [0.611, 4.417, -0.904], [-3.654, -1.278, -2.697], [2.796, -0.891, -4.036], [1.257, -0.048, 3.109], [-2.002, -0.543, 2.616], [1.298, 3.468, 2.820], [-1.544, 0.444, 4.377], [0.183, -0.590, 0.979], [0.051, -2.215, 2.261], [-2.128, 3.296, 2.151], [0.352, -0.171, -3.306], [-2.746, 4.420, 0.112], [-1.580, -0.185, -1.042], [1.551, 2.140, 2.160], [2.235, 0.254, -3.197], [-2.385, 2.079, -3.969], [-1.463, -3.769, -0.092], [1.017, 2.192, -1.664], [0.011, -1.328, -4.376], [-0.128, 4.430, -2.199], [-2.275, 0.960, -0.051], [4.229, -0.980, 0.213], [2.486, -4.440, -0.146], [1.482, -1.460, -0.298], [1.431, -4.045, -1.394], [2.855, -2.129, -1.292], [0.480, -4.699, 1.135], [2.941, -2.257, 0.524], [-1.591, -3.291, 2.411], [-1.638, 0.828, -4.520], [4.780, 0.428, 0.258], [-2.768, 1.158, 4.083], [-0.791, 2.845, 2.414]],
  "forces_ev_per_angstrom": [[1.918, -2.783, -1.295], [0.181, 0.851, -0.020], [1.694, 0.477, -1.393], [-0.797, 3.829, 1.039], [-0.268, 0.403, 2.087], [4.695, -1.035, 1.790], [-0.383, 1.500, 4.093], [-2.866, 0.457, -4.830], [2.468, -1.562, -1.389], [-1.381, -2.176, -1.394], [1.498, -3.138, 1.594], [-0.230, 2.886, 0.697], [-1.819, 0.716, -1.695], [1.044, -0.094, 0.625], [1.190, -0.692, -0.251], [-1.272, 0.075, 3.966], [1.167, -1.002, 1.928], [2.269, 1.855, 0.179], [-1.852, 2.712, -1.379], [-1.550, 1.721, -0.373], [-0.508, 0.533, -0.012], [0.250, -1.331, 1.354], [0.492, 1.896, 2.424], [0.479, 1.195, 0.654], [-0.558, -0.248, -0.445], [-0.604, -1.446, -1.161], [0.366, -0.035, 0.704], [-1.643, 0.791, -0.117], [0.370, -0.629, 0.427], [0.488, -0.252, -1.787], [1.055, 0.048, -0.843], [-1.075, -1.869, -1.360], [-0.813, -0.907, -1.417], [-0.026, -0.116, 0.275], [0.054, -0.074, -0.933], [-2.821, -0.890, -0.574], [-2.927, 0.069, -2.702], [1.764, -0.172, 3.724], [0.668, -3.437, -0.678], [0.343, 0.425, 1.025], [2.037, -2.878, -0.018], [0.436, 0.050, -0.121], [0.306, 1.840, 0.489], [0.360, -0.179, 0.895], [-2.268, -0.648, 0.768], [0.451, -0.263, 0.889], [-0.731, 0.767, 1.514], [0.766, -0.499, -0.088], [-3.574, -2.040, -1.093], [1.121, -0.792, 0.669], [1.483, -1.842, -0.541], [-0.732, -0.023, 0.328], [0.909, 0.354, -1.419], [0.473, -0.193, -0.436], [-0.934, 0.239, -1.535], [0.756, 1.533, -0.247], [-2.231, 0.772, 0.970], [-1.008, 3.169, -0.724], [-1.439, 3.573, -1.583], [2.760, -1.493, -1.252]],
  "nbo_charge": [-0.967, -0.940, -0.953, -0.962, -0.950, -0.935, -0.963, -0.974, -0.947, -0.918, -0.911, -0.985, -0.658, -0.893, -0.402, -0.616, -0.489, -0.244, -0.217, -0.215, 0.497, 0.169, 0.460, 0.220, 0.456, 0.177, 0.477, 0.476, 0.485, 0.473, 0.474, 0.252, 0.483, 0.456, 0.196, 0.204, 0.472, 0.482, 0.489, 0.347, 0.484, 0.480, 0.461, 0.204, 0.476, 0.500, 0.474, 0.382, 0.471, 0.198, 0.197, 0.163, 0.226, 0.368, 0.189, 0.217, 0.498, 0.462, 0.472, 0.474]
}

(2)
{
  "formula": "C32H31Br3N6O2",
  "method": "ωB97M-V/def2-TZVPD",
  "de_lowest_kcal_mol": 1236.5,
  "orbital_gap_ev": 4.96,
  "lumo_energy_ha": -0.04080,
  "species": ["Br", "Br", "Br", "O", "O", "N", "N", "N", "N", "N", "N", "C", "C", "C", "C", "C", "C", "C", "C", "C", "C", "C", "C", "C", "C", "C", "C", "C", "C", "C", "C", "C", "C", "C", "C", "C", "C", "C", "C", "C", "C", "C", "C", "H", "H", "H", "H", "H", "H", "H", "H", "H", "H", "H", "H", "H", "H", "H", "H", "H", "H", "H", "H", "H", "H", "H", "H", "H", "H", "H", "H", "H", "H", "H"],
  "xyz": [[6.577, -18.329, -0.072], [8.829, -19.547, -2.185], [7.834, -21.344, 0.364], [5.316, -23.354, 1.721], [4.871, -24.912, 0.425], [5.677, -24.081, 0.793], [12.956, -20.996, -4.317], [11.001, -18.793, -4.015], [12.279, -24.235, -2.191], [10.710, -19.421, 0.223], [9.935, -20.051, -4.116], [11.459, -20.861, -2.058], [10.730, -22.182, -4.791], [6.988, -23.934, 0.072], [11.633, -18.942, -0.645], [8.146, -19.530, -0.330], [9.675, -24.557, -3.195], [10.242, -23.290, -3.062], [12.048, -19.656, -1.746], [11.553, -23.160, -2.610], [7.981, -23.094, 0.539], [13.452, -21.701, -3.259], [10.425, -25.715, -2.847], [14.021, -19.060, -3.380], [14.559, -19.814, -2.290], [7.313, -24.820, -0.981], [12.013, -17.107, -2.729], [13.298, -19.687, -4.396], [10.627, -21.486, -1.161], [9.596, -24.073, -0.971], [14.233, -21.139, -2.246], [8.665, -20.439, -4.408], [11.690, -25.475, -2.293], [8.385, -21.679, -4.940], [9.439, -22.604, -5.144], [12.149, -18.188, -3.575], [10.919, -20.951, -4.230], [9.602, -17.292, -2.830], [10.735, -16.589, -2.429], [8.581, -24.811, -1.489], [10.249, -20.677, -0.029], [9.299, -23.094, 0.024], [9.744, -18.446, -3.533], [12.022, -17.962, -0.412], [11.947, -20.739, -3.975], [12.868, -19.092, -5.189], [7.809, -19.802, -4.239], [13.071, -18.644, -3.905], [9.605, -22.434, -3.227], [10.062, -22.475, 0.473], [12.844, -16.571, -2.296], [10.027, -22.369, -1.327], [8.712, -24.758, -3.640], [12.369, -26.304, -2.159], [8.900, -19.078, 0.314], [8.884, -19.047, -3.788], [8.571, -16.995, -2.710], [9.084, -23.533, -5.563], [13.299, -22.769, -3.220], [14.246, -18.014, -3.526], [11.875, -22.169, -2.324], [10.679, -15.765, -1.733], [6.533, -25.445, -1.389], [7.377, -21.915, -5.248], [14.718, -21.773, -1.519], [10.625, -24.024, -1.298], [11.631, -21.399, -2.979], [8.783, -25.459, -2.329], [9.965, -26.678, -3.012], [9.375, -20.942, 0.546], [11.526, -22.904, -4.895], [12.761, -19.204, -2.420], [7.671, -22.398, 1.304], [15.213, -19.395, -1.540]],
  "forces_ev_per_angstrom": [[0.431, -0.513, -0.383], [-6.049, -4.083, 11.642], [-8.831, 16.440, -4.522], [2.317, 0.726, -0.337], [1.033, -0.995, -1.346], [-1.784, 0.756, 0.374], [10.787, 0.384, -2.295], [3.901, 9.298, -0.071], [-1.161, 0.148, -1.109], [1.564, -1.250, -0.945], [-3.647, -16.419, -2.609], [-0.741, 2.913, 3.567], [-0.223, -0.538, -3.172], [-0.068, -1.965, 0.358], [-0.678, -0.888, 1.454], [-1.323, 2.672, -0.389], [3.467, -0.083, -4.203], [-0.975, -2.000, 0.242], [-1.255, 0.089, 0.598], [-0.108, -6.143, 1.563], [0.762, -10.056, -0.256], [3.682, 0.288, 0.254], [2.681, 1.808, -1.254], [11.134, -4.530, 1.770], [0.640, 1.552, -2.296], [-1.213, 0.853, 0.864], [-0.448, 1.554, -0.067], [5.192, -8.332, -3.202], [-0.465, 4.183, 2.149], [0.152, 2.255, 5.510], [0.316, -1.630, -1.126], [0.449, -3.484, -3.407], [0.061, 0.072, -1.783], [1.078, -1.183, -1.157], [-2.227, 2.591, -1.928], [-8.545, 7.541, -0.166], [-6.751, -1.628, -3.263], [1.226, 4.201, -0.236], [-0.255, -0.979, 0.030], [-3.376, -2.271, 1.809], [4.231, 1.615, -1.154], [-0.163, -7.445, 0.993], [4.999, 7.348, -2.848], [0.120, -0.003, -0.033], [-4.947, 1.847, -0.409], [0.333, -0.868, -0.963], [0.044, 0.300, -0.563], [-6.478, 7.325, 0.337], [-0.060, -0.676, 1.645], [-0.403, -0.985, 0.363], [0.459, -0.205, 0.140], [1.043, 1.650, -0.370], [0.237, 0.938, -0.942], [-0.052, -0.133, 0.625], [-0.550, 0.196, -0.236], [-0.877, 6.111, -2.351], [-0.013, 0.431, 0.761], [0.884, -0.291, -0.110], [0.711, 0.368, -0.668], [0.948, 0.073, 0.414], [1.173, -4.732, 0.228], [-0.192, 0.348, -0.182], [0.031, -0.143, 0.022], [-0.110, -0.188, 0.030], [-0.382, -0.190, 0.168], [-1.061, -1.105, 1.275], [-0.770, 2.645, 1.694], [-2.131, -0.615, 2.900], [0.406, -0.271, 0.244], [4.361, 0.624, 0.744], [0.252, 0.469, -0.494], [-1.885, -1.120, 2.720], [-0.716, -5.093, 5.414], [-0.191, 0.426, -0.056]],
  "mulliken_charge": [-0.126, 0.822, 0.417, -0.616, -0.629, 1.000, -0.123, -0.249, -1.188, -0.714, -0.387, 1.749, -1.032, -1.172, -1.074, -1.239, -0.645, 0.203, 0.678, 2.336, 0.067, 0.236, -1.349, -0.394, -0.720, -0.919, -0.991, -0.605, 0.365, -0.579, -1.082, 0.255, -0.859, -1.190, -0.848, 0.149, 0.248, -1.435, -0.820, 0.110, -0.883, -2.127, 0.322, 0.608, -0.633, 0.764, 0.705, 0.429, -0.132, 2.442, 0.353, 0.444, 0.874, 0.528, 0.852, 0.330, 0.556, 0.663, 1.103, 0.683, 0.234, 0.366, 0.541, 0.450, 0.506, 0.468, -0.707, -0.028, 0.489, 0.549, 1.037, -0.316, 0.459, 0.424]
}